A structure of composition C6H19B3N2O8 at a distorted geometry. Source: OMol25; level of theory: ωB97M-V with the def2-TZVPD basis set.

CARTESIAN COORDINATES (ANGSTROEM)
C1 1.58 0.20 1.37
C2 1.45 1.69 0.96
C3 1.98 2.19 -0.42
N1 0.91 2.58 1.74
B1 -0.52 2.71 1.48
O1 -1.15 3.98 1.26
B2 -2.07 3.85 0.20
O2 -2.97 2.73 0.25
B3 -2.09 1.62 0.28
O3 -2.03 0.78 -0.86
N2 -1.39 -0.43 -0.52
O4 -2.16 -1.30 -0.68
O5 -1.31 1.48 1.44
H1 0.59 -0.27 1.56
H2 2.15 0.13 2.32
H3 2.08 -0.41 0.59
H4 2.26 3.27 -0.36
H5 2.91 1.62 -0.67
H6 1.24 1.98 -1.22
H7 -2.13 4.56 -0.75
C4 4.70 5.04 0.34
O6 3.86 4.76 -0.77
H8 5.30 4.15 0.56
H9 5.37 5.87 0.11
H10 4.10 5.28 1.22
H11 3.35 5.55 -0.95
C5 -1.98 -4.54 0.73
O7 -1.74 -3.35 1.47
H12 -1.73 -5.40 1.36
H13 -3.03 -4.60 0.44
H14 -1.35 -4.56 -0.16
H15 -1.97 -2.61 0.90
C6 -2.71 -6.55 -2.12
O8 -1.30 -6.44 -1.98
H16 -3.07 -7.26 -1.38
H17 -3.18 -5.58 -1.95
H18 -2.95 -6.92 -3.12
H19 -0.99 -5.81 -2.64

Computed properties:
**2S+1**: 1
**M**: 279.66 g mol⁻¹
**DFT total energy**: -1026.09718 Ha
**Orbital gap**: 7.767 eV